1.
This record from OMol25 describes a structure of composition C28H36F21LiO15 in a non-equilibrium geometry. The level of theory is ωB97M-V/def2-TZVPD.

Structure (ORCA input):
```
! RIJCOSX wB97M-V def2-TZVPD def2/J DEFGRID3
* xyz 0 1
Li 0.187 1.167 0.418
O 1.268 -0.022 -0.238
H 1.648 -0.459 -1.072
C 2.397 -3.036 1.984
C 1.311 -2.159 2.495
O 0.291 -3.080 2.895
C -0.572 -2.737 3.761
O -0.552 -1.643 4.263
C -1.623 -3.798 4.110
F -1.000 -4.941 4.393
F -2.383 -3.490 5.153
F -2.460 -3.921 3.111
H 3.153 -2.399 1.459
H 2.060 -3.636 1.099
H 2.974 -3.634 2.724
H 0.917 -1.480 1.694
H 1.663 -1.657 3.395
C -3.217 -3.703 -0.951
C -2.590 -4.311 -2.201
O -2.761 -3.357 -3.326
C -3.858 -3.353 -4.032
O -4.781 -4.125 -3.985
C -3.942 -1.991 -4.714
F -4.114 -1.065 -3.746
F -2.689 -1.701 -5.323
F -4.883 -1.850 -5.660
H -4.303 -3.640 -0.937
H -2.810 -2.666 -0.827
H -2.813 -4.235 -0.041
H -3.062 -5.237 -2.434
H -1.493 -4.393 -2.076
C 0.314 1.299 5.439
C -0.815 1.980 4.701
O -1.687 1.014 4.161
C -1.439 0.628 2.951
O -0.516 0.954 2.246
C -2.671 -0.113 2.339
F -3.131 -1.005 3.149
F -3.581 0.712 1.884
F -2.143 -0.768 1.311
H 0.919 2.145 5.715
H 0.963 0.676 4.785
H -0.031 0.617 6.244
H -0.532 2.748 3.984
H -1.431 2.486 5.407
C 4.295 0.422 -0.044
C 3.579 1.126 1.093
O 4.440 2.166 1.660
C 3.869 2.918 2.546
O 2.816 2.832 3.087
C 4.874 3.970 3.010
F 4.217 5.075 3.327
F 5.566 3.656 4.155
F 5.747 4.256 2.035
H 5.342 0.251 0.210
H 4.204 1.045 -0.927
H 3.851 -0.536 -0.234
H 3.364 0.441 1.963
H 2.653 1.518 0.724
C -2.254 4.547 1.080
C -1.018 5.184 1.650
O 0.012 5.531 0.780
C 0.795 4.543 0.235
O 0.769 3.378 0.435
C 1.744 5.113 -0.890
F 1.113 5.363 -2.064
F 2.338 6.251 -0.513
F 2.728 4.232 -1.100
H -2.407 4.975 0.062
H -3.133 4.767 1.685
H -2.100 3.510 0.864
H -0.565 4.647 2.510
H -1.250 6.172 2.112
C 1.183 2.248 -3.116
C 0.033 1.257 -3.088
O -1.350 1.882 -3.080
C -1.844 2.016 -1.836
O -1.343 1.744 -0.830
C -3.237 2.681 -1.966
F -3.993 2.160 -2.935
F -3.911 2.557 -0.809
F -3.013 3.990 -2.220
H 1.309 2.877 -4.077
H 2.076 1.530 -3.030
H 1.150 2.881 -2.259
H -0.061 0.531 -2.321
H 0.033 0.781 -4.036
C 2.358 -3.618 -2.090
C 0.885 -3.813 -2.134
O 0.529 -4.393 -3.457
C 0.205 -3.495 -4.389
O 0.268 -2.322 -4.280
C -0.368 -4.253 -5.646
F -0.460 -3.244 -6.593
F 0.407 -5.220 -6.083
F -1.571 -4.804 -5.379
H 2.616 -3.246 -1.141
H 2.651 -2.879 -2.719
H 2.896 -4.546 -2.343
H 0.283 -2.909 -1.907
H 0.495 -4.567 -1.398
*
```

Output
- Gap between HOMO and LUMO: 9.057 eV

=====

2.
This record from OMol25 describes a structure of composition C28H36IrN12S2. The level of theory is ωB97M-V/def2-TZVPD.

Structure (ORCA input):
```
! RIJCOSX wB97M-V def2-TZVPD def2/J DEFGRID3
* xyz 4 6
Ir 0.474 -1.911 -2.203
C -1.174 -3.072 -9.258
C -1.999 -2.423 -8.122
C -3.476 -2.310 -8.567
C -1.452 -1.027 -7.839
C -1.936 -3.323 -6.923
C -2.432 -4.682 -7.061
C -2.418 -5.581 -6.039
C -1.895 -5.148 -4.809
S -1.733 -6.030 -3.368
C -1.016 -4.616 -2.601
N -0.923 -3.559 -3.373
C -1.392 -3.803 -4.642
C -1.423 -2.910 -5.693
C -0.532 -4.607 -1.249
C -0.790 -5.657 -0.363
C -0.337 -5.578 0.943
C 0.378 -4.462 1.356
C 0.663 -3.423 0.464
C 0.209 -3.467 -0.846
H -1.227 -2.420 -10.130
H -1.558 -4.046 -9.558
H -0.126 -3.180 -8.976
H -3.518 -1.663 -9.443
H -4.094 -1.865 -7.785
H -3.909 -3.268 -8.851
H -1.525 -0.426 -8.744
H -0.398 -1.052 -7.552
H -2.025 -0.512 -7.064
H -2.828 -4.986 -8.020
H -2.793 -6.588 -6.166
H -1.045 -1.906 -5.560
H -1.355 -6.527 -0.679
H -0.542 -6.381 1.638
H 0.727 -4.399 2.378
H 1.233 -2.573 0.821
N -3.365 0.195 -2.517
C -2.691 -0.930 -2.730
N -1.414 -0.707 -2.449
C -1.389 0.600 -2.048
N -2.557 1.178 -2.081
C -0.125 1.188 -1.613
C 0.041 2.525 -1.272
N 1.222 2.995 -0.898
C 2.240 2.144 -0.870
C 2.086 0.806 -1.207
N 0.899 0.327 -1.571
H -4.355 0.371 -2.625
H -3.133 -1.853 -3.065
H -0.797 3.211 -1.306
H 3.205 2.531 -0.568
H 2.920 0.118 -1.182
C 6.345 -2.218 -1.412
C 5.399 -2.037 -2.535
N 5.703 -1.766 -3.765
N 4.516 -1.685 -4.420
C 3.475 -1.918 -3.638
S 1.826 -2.014 -4.131
N 4.014 -2.129 -2.419
N 3.241 -2.394 -1.290
H 7.358 -2.129 -1.798
H 6.230 -3.203 -0.958
H 6.204 -1.455 -0.644
H 4.508 -1.485 -5.411
H 3.211 -3.398 -1.126
H 3.673 -1.951 -0.484
N -1.231 11.744 19.355
C -0.272 11.952 18.217
C -0.163 10.607 17.501
N -1.514 10.076 17.354
H -1.680 12.601 19.672
H -0.786 11.298 20.158
H -1.929 11.080 18.954
H 0.676 12.326 18.594
H -0.724 12.700 17.569
H 0.429 9.915 18.102
H 0.376 10.758 16.564
H -1.952 10.343 16.480
H -1.535 9.066 17.401
*
```

Output
- Gap between HOMO and LUMO (alpha / beta): 7.273 / 4.153 eV

=====

3.
This record from OMol25 describes a structure of composition C28H36N4O2P2Pd in a non-equilibrium geometry. The level of theory is ωB97M-V/def2-TZVPD.

Structure (ORCA input):
```
! RIJCOSX wB97M-V def2-TZVPD def2/J DEFGRID3
* xyz 2 5
Pd -3.512 1.305 0.057
C -2.831 -3.119 2.557
C -2.195 -1.915 2.491
C -0.937 -1.566 1.746
C -1.164 -1.272 0.243
C -1.975 -2.262 -0.536
C -2.079 -3.582 -0.300
C -1.349 -4.305 0.766
C -2.007 -4.362 2.156
C -4.976 0.011 0.445
H -3.620 -3.231 3.316
H -2.718 -1.050 2.944
H -0.066 -2.237 1.889
H -0.646 -0.584 2.160
H -1.617 -0.255 0.138
H -0.179 -1.178 -0.254
H -2.396 -1.855 -1.464
H -2.810 -4.165 -0.872
H -0.316 -3.964 0.880
H -1.326 -5.339 0.413
H -2.726 -5.183 2.177
H -1.253 -4.587 2.942
H -4.902 -0.378 1.474
H -4.601 -0.732 -0.286
H -6.047 0.140 0.190
P 0.307 1.157 -2.004
P 1.191 1.733 1.424
N 0.889 0.009 -3.204
N 0.336 2.495 -3.227
N 2.555 0.599 1.701
N 1.814 2.878 2.601
C 2.005 1.449 -1.276
C 1.943 2.459 -0.114
C 0.055 -0.963 -3.770
C 0.751 -1.648 -4.758
C 2.054 -1.051 -4.841
C 2.105 -0.033 -3.894
C -0.777 3.317 -3.436
C -0.432 4.340 -4.316
C 0.951 4.157 -4.660
C 1.383 3.005 -4.005
C 2.302 -0.628 2.319
C 3.443 -1.419 2.293
C 4.456 -0.670 1.611
C 3.908 0.584 1.323
C 3.111 3.108 3.095
C 3.125 4.323 3.773
C 1.794 4.870 3.696
C 1.020 3.971 2.982
H 2.710 1.806 -2.039
H 2.358 0.462 -0.942
H 2.951 2.837 0.116
H 1.294 3.323 -0.349
H -0.955 -1.055 -3.405
H 0.366 -2.463 -5.359
H 2.855 -1.329 -5.516
H 2.913 0.649 -3.684
H -1.707 3.081 -2.931
H -1.088 5.123 -4.676
H 1.562 4.794 -5.293
H 2.352 2.535 -4.059
H 1.337 -0.814 2.758
H 3.536 -2.402 2.734
H 5.447 -1.033 1.319
H 4.411 1.463 0.953
H 3.917 2.405 2.932
H 3.989 4.776 4.247
H 1.463 5.815 4.108
H -0.020 3.985 2.701
O -5.253 -5.209 2.513
C -5.434 -4.104 1.956
O -4.540 -3.265 1.538
H -6.506 -3.756 1.794
*
```

Output
- Gap between HOMO and LUMO (alpha / beta): 7.035 / 2.445 eV

=====

4.
This record from OMol25 describes a structure of composition C28H36N4O4S2Zr in a non-equilibrium geometry. The level of theory is ωB97M-V/def2-TZVPD.

Structure (ORCA input):
```
! RIJCOSX wB97M-V def2-TZVPD def2/J DEFGRID3
* xyz 2 1
Zr -0.778 -0.867 0.044
N -2.794 -0.532 1.363
C -2.722 -0.751 2.833
C -1.268 -0.797 3.255
N -0.496 -1.661 2.321
C -0.686 -3.109 2.576
C -1.810 -3.662 1.725
N -1.691 -3.102 0.362
H -3.694 -0.836 1.002
H -2.796 0.470 1.187
H -3.244 0.037 3.372
H -3.229 -1.682 3.073
H -0.835 0.198 3.222
H -1.183 -1.167 4.277
H 0.487 -1.432 2.447
H 0.242 -3.618 2.330
H -0.884 -3.290 3.633
H -1.767 -4.751 1.710
H -2.783 -3.392 2.123
H -1.019 -3.650 -0.168
H -2.566 -3.204 -0.142
S -1.946 2.498 -2.919
C -1.982 3.369 -1.418
C -2.024 4.749 -1.228
C -2.101 5.218 0.066
C -2.141 4.328 1.147
C -2.087 2.965 0.951
C -1.999 2.473 -0.351
N -1.990 1.124 -0.751
C -1.999 1.026 -2.056
C -2.063 -0.283 -2.709
C -2.546 -0.393 -4.010
C -2.652 -1.640 -4.598
C -2.270 -2.765 -3.878
C -1.796 -2.634 -2.581
C -1.688 -1.397 -1.939
H -2.010 5.428 -2.071
H -2.143 6.284 0.247
H -2.221 4.719 2.154
H -2.098 2.303 1.808
H -2.857 0.490 -4.557
H -3.034 -1.738 -5.606
H -2.341 -3.747 -4.328
H -1.483 -3.547 -2.087
C 5.306 5.000 1.227
C 4.235 3.977 0.973
C 4.439 2.960 0.036
C 3.495 1.977 -0.168
C 2.318 2.034 0.577
C 2.068 3.042 1.506
C 3.038 4.010 1.689
S 1.208 0.734 0.459
O 1.706 -0.541 0.983
O 0.761 0.459 -0.939
O -0.055 1.029 1.193
H 5.910 5.177 0.339
H 5.974 4.640 2.013
H 4.884 5.946 1.562
H 5.354 2.945 -0.543
H 3.658 1.193 -0.897
H 1.133 3.072 2.051
H 2.863 4.810 2.397
C 2.889 -3.576 -0.796
C 2.385 -3.410 -2.228
C 1.441 -2.242 -2.096
O 0.800 -2.445 -0.781
C 1.640 -3.332 0.024
H 3.645 -2.824 -0.564
H 3.307 -4.560 -0.596
H 1.854 -4.304 -2.560
H 3.181 -3.197 -2.938
H 0.658 -2.203 -2.843
H 1.967 -1.292 -2.068
H 1.083 -4.258 0.183
H 1.843 -2.848 0.973
*
```

Output
- Gap between HOMO and LUMO: 7.871 eV

=====

5.
This record from OMol25 describes a structure of composition C28H36N8O7S3SeTi. The level of theory is ωB97M-V/def2-TZVPD.

Structure (ORCA input):
```
! RIJCOSX wB97M-V def2-TZVPD def2/J DEFGRID3
* xyz -2 3
Ti 0.253 0.405 -1.908
N -2.408 3.053 -0.306
C -3.198 3.266 0.937
C -2.323 3.123 2.188
C -1.818 1.684 2.393
N -0.818 1.409 1.359
C -2.984 0.693 2.346
C -3.908 0.821 1.130
N -3.214 0.389 -0.067
C -4.363 2.274 0.967
H -1.852 3.850 -0.616
H -3.022 2.776 -1.118
H -1.759 2.258 -0.123
H -3.598 4.281 0.882
H -2.936 3.419 3.046
H -1.476 3.816 2.141
H -1.387 1.606 3.402
H -0.614 0.422 1.262
H 0.059 1.886 1.536
H -3.586 0.862 3.248
H -2.603 -0.330 2.410
H -4.805 0.217 1.347
H -3.743 0.520 -0.922
H -2.869 -0.563 0.017
H -5.003 2.546 1.814
H -4.959 2.382 0.056
N 4.113 -0.238 1.640
C 3.448 -0.685 2.764
C 3.883 -1.267 3.950
C 2.902 -1.624 4.856
C 1.541 -1.412 4.591
C 1.118 -0.826 3.414
C 2.095 -0.457 2.492
N 1.948 0.103 1.229
C 3.150 0.195 0.760
C 3.514 0.721 -0.556
C 4.715 1.290 -0.847
S 4.713 1.863 -2.452
C 3.131 1.271 -2.651
N 2.621 0.697 -1.604
H 5.092 -0.337 1.446
H 4.932 -1.449 4.149
H 3.190 -2.096 5.788
H 0.799 -1.741 5.307
H 0.063 -0.711 3.200
H 5.547 1.461 -0.184
H 2.589 1.370 -3.581
O -1.428 3.911 -2.941
Se -2.157 2.534 -3.409
O -3.534 2.356 -2.521
O -1.165 1.233 -2.943
O -2.381 2.384 -4.998
C -1.203 -1.704 -4.451
C 0.196 -1.213 -4.820
C 0.124 -0.037 -5.790
C 1.025 -0.868 -3.576
H -1.782 -0.899 -3.999
H -1.746 -2.057 -5.335
H -1.149 -2.526 -3.732
H 0.694 -2.041 -5.353
H -0.330 0.832 -5.314
H -0.486 -0.276 -6.668
H 1.126 0.235 -6.142
H 2.026 -0.565 -3.923
H 1.208 -1.802 -3.022
O -2.386 -4.241 1.710
S -1.492 -3.117 1.912
O -1.664 -2.468 3.211
N -1.574 -2.035 0.721
C -0.379 -1.933 0.091
O -0.199 -1.056 -0.871
C 0.653 -2.777 0.563
C 2.002 -2.926 0.160
C 2.811 -3.796 0.850
C 2.332 -4.558 1.946
C 1.002 -4.431 2.341
C 0.189 -3.553 1.660
H 2.380 -2.354 -0.680
H 3.847 -3.908 0.544
H 2.997 -5.236 2.467
H 0.612 -5.004 3.175
S 1.838 4.807 -0.131
C 1.163 3.436 -0.740
N 0.659 2.459 -1.125
*
```

Output
- Gap between HOMO and LUMO (alpha / beta): 3.595 / 6.623 eV

=====

6.
This record from OMol25 describes a structure of composition C28H37BBrN9V. The level of theory is ωB97M-V/def2-TZVPD.

Structure (ORCA input):
```
! RIJCOSX wB97M-V def2-TZVPD def2/J DEFGRID3
* xyz 0 2
V -0.655 0.660 -0.366
C -3.662 -1.069 0.031
C -2.540 -1.773 -0.642
C -2.485 -3.091 -1.096
C -1.242 -3.235 -1.678
N -0.592 -2.070 -1.580
N -1.377 -1.167 -0.932
B 0.843 -1.639 -1.961
N 0.803 -0.308 -2.765
C 1.262 -0.128 -4.017
C 1.137 1.202 -4.340
C 0.561 1.803 -3.214
C 0.236 3.248 -3.032
N 0.358 0.883 -2.273
N 1.617 -1.368 -0.652
C 2.542 -2.089 -0.001
C 2.947 -1.375 1.103
C 2.192 -0.195 1.075
C 2.317 0.975 1.989
N 1.373 -0.213 0.021
N 1.571 -2.681 -2.792
C 2.908 -2.750 -3.021
C 3.113 -3.607 -4.068
C 1.817 -4.013 -4.458
C 1.427 -4.934 -5.568
N 0.900 -3.442 -3.697
H -4.477 -1.766 0.222
H -3.334 -0.636 0.974
H -4.020 -0.247 -0.587
H -3.265 -3.830 -1.028
H -0.791 -4.063 -2.194
H 1.650 -0.956 -4.588
H 1.423 1.686 -5.258
H 0.872 3.848 -3.683
H -0.806 3.445 -3.276
H 0.393 3.562 -2.001
H 2.863 -3.046 -0.376
H 3.702 -1.650 1.820
H 3.344 1.342 1.973
H 1.661 1.781 1.678
H 2.068 0.712 3.017
H 3.609 -2.172 -2.439
H 4.058 -3.903 -4.494
H 2.171 -5.718 -5.702
H 0.464 -5.395 -5.356
H 1.339 -4.391 -6.510
C -0.647 -1.784 2.542
C -1.194 -0.907 3.668
C -2.717 -1.036 3.789
C -0.824 0.571 3.666
C -0.564 1.134 4.910
C -0.340 2.489 5.076
C -0.386 3.323 3.973
C -0.615 2.820 2.702
C -0.667 3.780 1.529
C -1.844 4.750 1.674
C 0.646 4.550 1.345
C -0.815 1.424 2.534
N -0.950 0.940 1.255
H -0.818 -2.833 2.795
H 0.426 -1.641 2.408
H -1.136 -1.587 1.592
H -0.771 -1.304 4.595
H -3.213 -0.570 2.938
H -3.078 -0.539 4.690
H -3.015 -2.087 3.827
H -0.555 0.484 5.778
H -0.148 2.893 6.062
H -0.233 4.389 4.102
H -0.856 3.206 0.625
H -1.688 5.445 2.503
H -2.775 4.208 1.850
H -1.961 5.334 0.758
H 0.934 5.069 2.261
H 0.535 5.299 0.558
H 1.470 3.889 1.064
Br -2.498 2.064 -1.322
*
```

Output
- Gap between HOMO and LUMO (alpha / beta): 7.818 / 8.408 eV